Record 1
10
Properties=species:S:1:pos:R:3:forces:R:3:mulliken_charge:R:1 method="wB97M-V/def2-TZVPD" gap_ev=9.62 relative_energy_kj_mol=140.2 energy_ha=-301.4338 smiles=Oc1c[nH]cn1 homo_ev=-8.7
O -2.15116 -0.47608 -0.78554 0.369 0.460 0.590 -0.518
C -0.96488 -0.09439 -0.22633 1.137 0.021 0.182 0.705
C -0.51397 0.66005 0.84014 2.223 -0.109 0.077 -0.668
N 1.03335 0.48991 0.76944 -1.539 -0.220 -0.639 -0.128
C 1.18630 -0.28825 -0.30549 -0.078 -0.386 -0.551 -0.201
N 0.08814 -0.63746 -0.89704 0.159 -0.399 -0.404 -0.632
H -1.81308 -1.06766 -1.49623 -0.529 0.427 0.433 0.413
H -0.92611 1.32685 1.58868 0.017 -0.396 -0.295 0.371
H 1.94334 0.72578 1.23065 -2.153 0.395 0.221 0.254
H 2.11807 -0.63875 -0.71829 0.394 0.208 0.386 0.404



Record 2
22
Properties=species:S:1:pos:R:3:forces:R:3:mulliken_charge:R:1 method="wB97M-V/def2-TZVPD" gap_ev=5.49 total_charge=+1 relative_energy_kj_mol=780.9 energy_ha=-437.7009 homo_ev=-12.2
C -0.96374 0.34186 -0.32866 1.243 0.079 -0.220 -0.119
C -3.46529 -1.30171 -0.48266 0.286 0.166 -0.091 0.329
C 1.52562 0.28566 -0.34636 5.151 -1.302 -1.254 0.173
C 1.27731 -1.71151 1.01918 0.339 1.459 1.753 -1.144
C 3.68588 1.56161 -0.27796 -0.254 0.609 -2.628 -0.800
C -4.24567 0.94809 0.12724 -0.796 2.069 2.291 -0.612
C 1.90828 -1.22392 -0.26088 -2.832 1.086 0.633 -0.373
N 0.20141 0.45311 -0.40971 -4.754 0.233 0.256 0.095
N 2.27552 1.30190 -0.37094 -1.583 -0.079 0.336 -0.416
N -4.27412 -0.36496 -0.48866 -0.076 -1.012 -0.539 0.026
H 0.26877 -1.99057 0.85567 -0.898 -0.808 -0.215 0.301
H 1.16469 -0.90424 1.76993 0.519 -0.392 -0.065 0.318
H 1.87416 -2.49044 1.43187 0.070 -0.798 0.491 0.359
H 4.42415 0.86640 -0.69439 -0.432 -0.416 0.218 0.318
H 3.82193 2.52260 -0.84064 0.044 -0.810 0.434 0.287
H 3.90623 1.80879 0.70824 0.443 0.199 1.887 0.334
H -4.92820 1.67116 -0.39608 0.207 -1.184 0.702 0.330
H -4.43497 0.84310 1.29358 0.189 0.280 -2.658 0.301
H -3.26442 1.33833 -0.05406 0.709 0.029 0.221 0.268
H 1.41347 -1.94673 -0.89400 0.153 0.686 -1.552 0.265
H 2.92125 -1.38513 -0.29430 2.433 0.010 -0.049 0.424
H -5.09226 -0.62342 -1.06642 -0.162 -0.103 0.050 0.335



Record 3
106
Properties=species:S:1:pos:R:3:forces:R:3:mulliken_charge:R:1 method="wB97M-V/def2-TZVPD" gap_ev=5.27 energy_ha=-2224.8943 smiles="CC(C)(C)c1cccc(C(C)(C)C)c1N1C=CN(c2c(C(C)(C)C)cccc2C(C)(C)C)C1=Cc1ccccc1.COc1ncc2c(no[n+]2[O-])n1" homo_ev=-6.8
C -1.40553 2.24657 -1.51728 0.308 0.265 -0.841 -0.602
C -2.48374 2.43752 -0.46727 0.085 -0.231 0.250 2.169
C -2.19248 3.76947 0.23552 -0.050 0.268 0.038 -1.638
C -3.80912 2.57858 -1.22649 -0.314 -0.119 -0.014 -1.943
C -2.68862 1.24362 0.53245 0.267 -0.193 0.105 0.073
C -3.41746 1.56298 1.68223 -0.552 -0.127 0.290 -0.586
C -3.65594 0.62038 2.67555 0.374 0.460 -0.065 -1.784
C -3.39828 -0.72288 2.41224 -0.828 0.364 -0.573 -0.631
C -3.04742 -1.13319 1.12183 0.025 -0.095 0.885 0.169
C -3.50028 -2.58929 0.75181 0.595 0.117 0.395 2.583
C -2.43896 -3.60899 1.15993 0.234 -0.590 -0.154 -1.520
C -3.94537 -2.70865 -0.70311 -0.027 0.086 -0.297 -1.699
C -4.76070 -2.98105 1.54923 -0.260 0.153 0.215 -1.873
C -2.33375 -0.12946 0.36468 -0.235 0.452 0.528 0.210
N -1.07589 -0.49111 -0.21004 0.161 -0.404 -1.030 1.524
C -0.77980 -1.77861 -0.68706 0.461 -0.486 -0.278 -1.570
C 0.49403 -2.09092 -0.39046 -0.650 0.012 -0.173 -1.378
N 1.05212 -1.01574 0.28537 0.389 -0.179 -0.142 1.590
C 2.32041 -1.07795 0.97208 0.167 -0.289 0.090 -1.073
C 2.35287 -1.45142 2.34312 -0.243 -0.100 0.189 0.128
C 1.16897 -2.11001 3.12983 0.247 0.581 -0.130 2.583
C 1.37024 -1.98723 4.64631 0.160 -0.082 0.152 -2.208
C 1.10448 -3.59322 2.74210 0.233 -0.103 -0.117 -1.907
C -0.16977 -1.45734 2.84195 -0.592 0.177 -0.057 -0.205
C 3.57059 -1.32504 3.01163 0.125 -0.082 0.158 0.055
C 4.75952 -1.16183 2.31706 0.047 0.036 -0.202 -1.597
C 4.72988 -1.03061 0.93933 0.014 0.110 0.044 -0.378
C 3.51539 -0.85140 0.26320 0.204 -0.111 -0.252 0.340
C 3.63999 -0.43364 -1.23054 0.077 -0.243 0.302 2.234
C 4.73861 0.63118 -1.37091 0.201 0.169 -0.001 -1.882
C 2.37434 0.18953 -1.79083 -0.285 0.389 -0.179 -2.102
C 4.01261 -1.66783 -2.05886 0.038 -0.147 -0.064 -1.873
C 0.13191 0.02625 0.27309 0.545 1.644 1.127 0.927
C 0.37145 1.33202 0.63005 -0.700 -1.292 0.339 0.658
C 1.49766 1.72795 1.49854 0.451 0.955 0.606 0.223
C 2.71985 2.23510 1.00082 -0.507 -0.215 0.644 -0.185
C 3.79217 2.45867 1.87178 -0.094 0.100 0.021 -0.836
C 3.63284 2.25554 3.24659 -0.114 -0.050 -0.021 -0.653
C 2.37507 1.92077 3.76695 0.064 0.198 -0.270 -0.565
C 1.30491 1.70969 2.89972 0.295 0.081 -0.297 0.033
H -1.39087 1.20987 -1.84106 0.013 0.037 0.021 -1.358
H -1.64945 2.87627 -2.38952 0.014 -0.178 0.214 1.079
H -0.39291 2.53772 -1.20321 -0.477 -0.193 -0.103 -0.087
H -2.93877 4.01162 0.99559 0.159 0.121 -0.172 0.420
H -1.20225 3.79022 0.70572 -0.178 -0.040 -0.031 0.095
H -2.21552 4.56955 -0.51982 0.032 -0.181 0.184 0.463
H -4.62516 2.83067 -0.53899 0.045 -0.129 -0.167 0.412
H -3.72503 3.37484 -1.97646 -0.059 -0.083 0.162 0.503
H -4.04995 1.64156 -1.74738 -0.033 0.185 0.136 0.334
H -3.79467 2.58032 1.80766 0.201 -0.456 0.107 0.357
H -4.09345 0.92922 3.62205 0.169 -0.093 -0.103 0.391
H -3.57523 -1.46429 3.19413 -0.303 0.200 -0.428 0.429
H -2.14002 -3.44952 2.20496 -0.077 -0.069 -0.245 0.137
H -2.85337 -4.62351 1.07544 0.066 0.145 0.044 0.612
H -1.54442 -3.56253 0.53530 -0.179 -0.084 0.297 0.319
H -4.85540 -2.11238 -0.84843 0.126 -0.130 -0.035 0.400
H -3.23054 -2.35006 -1.43738 -0.174 -0.125 0.093 0.125
H -4.18260 -3.75872 -0.92227 0.031 0.221 0.026 0.403
H -5.56329 -2.24751 1.41089 0.142 -0.058 0.117 0.398
H -5.13473 -3.94575 1.18275 0.170 0.168 -0.008 0.467
H -4.56803 -3.10391 2.61949 -0.072 0.029 -0.176 0.399
H -1.48924 -2.36041 -1.24492 0.218 0.111 0.170 1.040
H 1.04877 -2.99274 -0.60903 -0.029 0.190 0.039 0.336
H 1.48430 -0.93263 4.93064 0.040 -0.208 0.007 0.388
H 0.48651 -2.37732 5.16773 0.171 0.038 -0.176 0.428
H 2.23531 -2.55862 5.00204 -0.139 0.144 -0.009 0.454
H 0.90327 -3.70532 1.66798 0.007 -0.020 0.283 0.194
H 2.05804 -4.08907 2.96574 -0.178 0.040 -0.041 0.413
H 0.30783 -4.10390 3.30026 0.119 0.132 -0.105 0.435
H -0.57148 -1.74551 1.87327 0.047 0.041 0.143 -0.688
H -0.91268 -1.77936 3.58479 0.165 0.050 -0.084 0.962
H -0.10142 -0.36531 2.88473 -0.122 -0.322 -0.002 -0.761
H 3.60878 -1.36547 4.10213 -0.016 -0.231 -0.470 0.359
H 5.70993 -1.13330 2.85064 -0.232 -0.075 -0.121 0.395
H 5.66679 -1.00636 0.37759 -0.345 0.134 0.293 0.323
H 5.73841 0.24661 -1.15114 -0.148 0.085 -0.054 0.454
H 4.74979 1.01448 -2.39783 0.020 -0.102 0.122 0.486
H 4.53482 1.47079 -0.69741 0.158 -0.170 -0.163 0.300
H 1.63872 -0.56393 -2.07869 -0.012 0.015 0.037 0.485
H 1.92561 0.86717 -1.06203 -0.059 -0.114 -0.275 0.161
H 2.59693 0.80242 -2.67277 0.145 -0.231 -0.034 0.727
H 3.21998 -2.42429 -1.99776 0.146 0.095 -0.012 0.256
H 4.13805 -1.39387 -3.11426 0.000 -0.031 0.149 0.415
H 4.94699 -2.11925 -1.70384 -0.153 0.058 -0.078 0.409
H -0.51837 1.94476 0.65762 0.359 -0.056 0.181 -1.354
H 2.78436 2.48204 -0.06052 0.136 -0.278 0.325 0.734
H 4.75749 2.80342 1.47382 -0.470 -0.160 0.226 0.364
H 4.47987 2.39064 3.92293 -0.244 -0.013 -0.228 0.386
H 2.22752 1.82167 4.84540 0.083 0.121 -0.319 0.409
H 0.29039 1.54864 3.28581 0.516 -0.141 -0.123 0.308
C 0.82303 4.27888 -5.70199 0.066 0.173 -0.292 -0.581
O -0.09745 3.44152 -6.44169 0.296 -0.358 0.575 -0.374
C -0.44417 2.31020 -5.82418 -1.624 -0.413 -1.869 0.450
N 0.16954 2.06723 -4.66292 0.268 -1.955 2.580 -0.491
C -0.22903 1.03289 -3.91660 0.873 0.891 -2.031 0.113
C -1.28957 0.27514 -4.44185 -2.645 -0.308 0.165 0.370
C -1.90181 0.61783 -5.71700 -1.810 -1.018 1.719 0.357
N -3.16211 0.07720 -5.83602 2.540 1.016 0.508 -0.555
O -3.40545 -0.49966 -4.60952 1.650 -0.229 0.541 -0.140
N -2.25928 -0.36447 -3.73499 -0.886 0.097 -0.434 0.536
O -2.40791 -0.68281 -2.56287 0.196 0.270 -1.612 -0.421
N -1.38087 1.58760 -6.44964 1.164 1.424 -0.397 -0.611
H 1.16631 5.00022 -6.44093 0.011 0.010 0.151 0.256
H 0.30373 4.78672 -4.87963 0.081 -0.155 -0.220 0.251
H 1.65220 3.69426 -5.29149 -0.192 0.244 -0.237 0.282
H 0.31644 0.71921 -3.03329 -0.105 0.447 0.014 0.629